{"formula": "C19H40N5O3P2", "method": "ωB97M-V/def2-TZVPD", "fmax_ha_per_bohr": 0.0070, "homo_ev": -3.121, "e_tot_ha": -1930.10634, "total_charge": -1, "symbols": ["C", "C", "O", "P", "O", "C", "C", "P", "C", "C", "C", "O", "C", "C", "H", "H", "H", "H", "H", "H", "H", "H", "H", "H", "H", "H", "H", "H", "H", "H", "H", "H", "H", "H", "H", "H", "H", "H", "H", "C", "C", "N", "H", "H", "H", "C", "C", "N", "H", "H", "H", "C", "C", "N", "H", "H", "H", "C", "C", "N", "H", "H", "H", "C", "C", "N", "H", "H", "H"], "coordinates": [[-3.284, 2.320, -2.689], [-4.250, 1.716, -1.684], [-3.703, 1.629, -0.366], [-2.588, 0.525, -0.018], [-2.314, -0.397, -1.138], [-1.253, 1.469, 0.692], [-0.043, 1.729, -0.220], [1.659, 0.983, 0.420], [2.096, 0.299, -1.346], [0.835, -0.724, 0.895], [1.834, -1.872, 1.033], [-3.343, -0.164, 1.223], [-2.776, -1.373, 1.761], [-3.437, -1.652, 3.095], [-2.582, 1.575, -3.067], [-3.838, 2.723, -3.543], [-2.692, 3.121, -2.239], [-5.141, 2.342, -1.575], [-4.585, 0.727, -2.012], [-0.932, 1.014, 1.638], [-1.747, 2.409, 0.965], [-0.245, 1.414, -1.252], [0.150, 2.807, -0.243], [1.296, 1.531, 1.777], [2.313, 2.237, 0.091], [2.939, 0.484, 0.972], [3.097, -0.141, -1.342], [2.077, 1.113, -2.081], [1.369, -0.459, -1.669], [0.335, -0.589, 1.863], [0.070, -1.002, 0.155], [2.643, -1.622, 1.728], [1.332, -2.782, 1.399], [2.287, -2.125, 0.068], [-1.696, -1.248, 1.886], [-2.942, -2.171, 1.031], [-4.424, -2.107, 2.967], [-2.812, -2.326, 3.686], [-3.561, -0.706, 3.628], [4.678, -2.063, -2.656], [5.360, -0.810, -2.370], [5.809, 0.223, -2.151], [4.367, -2.078, -3.700], [5.329, -2.909, -2.448], [3.803, -2.138, -2.013], [5.988, 3.609, -1.982], [4.972, 4.070, -1.042], [4.168, 4.376, -0.284], [6.973, 3.950, -1.663], [5.969, 2.520, -2.012], [5.782, 4.002, -2.977], [-4.172, 6.184, -4.034], [-2.982, 5.480, -4.497], [-2.051, 4.908, -4.841], [-4.959, 5.466, -3.809], [-3.940, 6.745, -3.130], [-4.523, 6.873, -4.801], [-4.140, -4.589, 6.156], [-3.236, -4.925, 5.064], [-2.527, -5.163, 4.196], [-3.678, -4.830, 7.112], [-4.364, -3.523, 6.127], [-5.069, -5.149, 6.057], [3.096, -5.359, 1.881], [3.947, -4.766, 0.858], [4.615, -4.298, 0.052], [2.937, -6.415, 1.669], [3.564, -5.254, 2.858], [2.138, -4.841, 1.892]], "atomic_forces_ev_per_a": [[0.1, -0.1, -0.1], [-0.2, -0.1, 0.0], [0.0, 0.1, -0.2], [0.0, -0.1, -0.1], [0.0, 0.0, 0.1], [0.2, 0.3, 0.0], [0.0, 0.1, -0.1], [0.0, -0.2, -0.1], [-0.2, -0.1, 0.0], [0.0, -0.2, 0.1], [-0.2, -0.1, -0.1], [-0.1, -0.2, 0.1], [0.1, 0.1, -0.2], [-0.1, 0.0, 0.0], [0.0, 0.0, 0.1], [0.1, 0.0, 0.1], [-0.2, 0.0, 0.0], [0.1, 0.0, 0.0], [0.1, 0.1, 0.0], [0.0, 0.0, -0.1], [0.0, -0.1, 0.1], [0.0, -0.1, 0.1], [0.0, -0.1, 0.0], [0.0, 0.0, -0.1], [0.0, 0.0, 0.0], [-0.1, 0.0, 0.0], [-0.1, 0.1, 0.1], [0.0, 0.0, 0.1], [0.1, 0.0, 0.0], [0.1, 0.0, 0.0], [0.1, 0.1, 0.1], [0.0, 0.0, -0.1], [0.1, 0.1, 0.0], [0.0, 0.1, 0.1], [-0.1, 0.0, 0.0], [0.1, 0.0, 0.2], [0.1, 0.1, 0.0], [-0.1, 0.0, 0.0], [0.1, -0.1, 0.1], [0.1, -0.1, 0.1], [-0.2, 0.2, 0.0], [0.3, -0.1, -0.1], [0.0, 0.0, 0.0], [0.0, 0.0, 0.0], [0.0, 0.0, 0.0], [-0.1, 0.0, 0.0], [0.0, -0.1, 0.1], [0.1, 0.3, 0.0], [0.0, 0.0, 0.0], [0.0, 0.0, 0.0], [0.0, 0.0, 0.0], [0.0, 0.0, 0.0], [-0.1, 0.0, 0.1], [0.2, 0.0, -0.2], [0.0, 0.0, 0.0], [0.0, 0.0, 0.0], [0.0, 0.0, 0.0], [0.0, 0.0, 0.0], [-0.1, 0.1, 0.1], [0.1, -0.1, -0.1], [0.0, 0.0, 0.0], [0.0, 0.0, 0.0], [0.0, 0.0, 0.0], [-0.1, 0.1, 0.0], [0.0, 0.0, 0.0], [0.0, -0.1, 0.0], [0.0, 0.0, 0.0], [0.0, 0.0, 0.0], [0.0, 0.0, 0.0]]}

{"formula": "C16H26CaClF10LiN4NaO9S3", "method": "ωB97M-V/def2-TZVPD", "fmax_ha_per_bohr": 0.2155, "homo_ev": -7.196, "e_tot_ha": -5021.25218, "total_charge": 1, "symbols": ["C", "C", "C", "O", "C", "O", "C", "S", "N", "S", "O", "O", "F", "O", "C", "O", "C", "S", "H", "H", "H", "H", "H", "H", "H", "H", "H", "H", "H", "H", "C", "O", "N", "N", "H", "H", "H", "H", "C", "C", "C", "F", "F", "F", "F", "O", "C", "C", "F", "F", "F", "F", "H", "H", "H", "H", "Cl", "C", "C", "N", "H", "H", "H", "Ca", "C", "O", "H", "H", "H", "Na", "F", "Li"], "coordinates": [[1.280, -0.920, 2.925], [0.613, 0.501, 2.457], [0.813, 0.884, 0.877], [2.048, 0.377, 0.259], [2.112, 0.728, -1.188], [3.023, 0.077, -1.958], [1.182, 1.848, -1.932], [1.635, 3.629, -1.624], [2.704, 3.855, -0.274], [2.126, 5.023, 0.887], [0.783, 5.702, 0.525], [2.004, 4.408, 2.335], [3.366, 6.246, 1.023], [-0.825, 0.490, 2.829], [-1.441, 1.810, 2.467], [-0.978, 2.940, 3.023], [-2.659, 1.790, 1.325], [-4.341, 1.869, 2.225], [2.122, -1.334, 2.227], [0.384, -1.694, 3.054], [1.687, -0.744, 4.033], [1.119, 1.378, 3.090], [0.792, 2.076, 0.820], [-0.099, 0.399, 0.286], [0.025, 1.718, -1.684], [1.263, 1.629, -3.102], [2.997, 2.971, 0.194], [-2.521, 2.698, 0.582], [-2.633, 0.739, 0.786], [-5.358, 1.483, 1.300], [-0.399, 8.905, 3.409], [-0.969, 9.499, 4.311], [0.399, 9.525, 2.521], [-0.518, 7.578, 3.222], [0.877, 9.054, 1.772], [0.516, 10.525, 2.627], [-1.111, 7.074, 3.869], [-0.057, 7.072, 2.485], [-0.093, -3.204, -4.626], [-0.674, -4.459, -3.956], [-2.160, -4.379, -3.617], [-2.445, -3.374, -2.763], [-2.573, -5.525, -3.010], [0.071, -4.763, -2.861], [-0.493, -5.502, -4.827], [0.575, -2.277, -3.766], [-0.273, -1.358, -3.079], [-0.281, -1.572, -1.559], [-0.654, -2.833, -1.228], [-1.164, -0.735, -0.952], [-1.510, -1.405, -3.627], [0.214, -0.121, -3.365], [0.692, -3.553, -5.308], [-0.818, -2.704, -5.281], [-2.764, -4.251, -4.521], [0.710, -1.393, -1.135], [-1.058, 8.294, 1.238], [-0.273, -7.686, -2.555], [-0.836, -8.841, -1.836], [-1.281, -9.754, -1.268], [-0.716, -7.574, -3.550], [-0.449, -6.749, -2.015], [0.809, -7.782, -2.692], [-3.758, -9.821, -1.891], [2.513, -4.208, 3.824], [1.493, -3.627, 3.210], [2.354, -4.539, 4.864], [2.913, -5.132, 3.375], [3.438, -3.618, 3.936], [-0.158, 4.554, 3.351], [2.242, -2.278, -4.698], [-5.558, 0.359, 4.205]], "atomic_forces_ev_per_a": [[-1.3, 0.3, 1.2], [3.4, 0.5, 0.6], [-1.9, 0.3, 0.0], [-1.3, 1.8, -2.7], [5.2, -3.7, -3.8], [-6.3, 4.5, 5.8], [-1.2, -1.8, 0.5], [-0.2, 0.1, -1.4], [-0.2, 0.6, 1.6], [-4.1, 1.2, 4.3], [5.7, -2.3, 0.4], [1.3, 1.8, -5.0], [-2.8, -3.4, -0.8], [-1.6, 4.3, -2.4], [2.8, 2.3, 2.6], [-4.4, -9.3, -4.1], [1.0, -1.2, -0.2], [-0.5, 0.0, -0.6], [-1.9, 0.9, 1.3], [2.3, 1.5, -0.6], [-0.7, -0.5, -2.6], [-1.1, -1.9, -1.4], [-0.1, -2.4, -0.1], [1.9, 1.4, 1.4], [2.6, 0.1, -0.2], [0.4, 0.8, 2.8], [0.1, 1.0, 0.0], [-0.4, -1.8, 1.8], [0.2, 2.3, 1.0], [1.8, 0.4, 0.6], [0.8, 2.2, 1.5], [-0.2, -0.4, 0.0], [2.9, 2.1, 1.9], [1.2, -3.7, 3.9], [-0.2, 0.4, 0.3], [0.0, -0.3, 0.1], [-0.1, 0.5, 0.0], [-0.1, 0.3, 0.2], [0.6, 0.3, -0.7], [1.0, 0.9, 0.0], [-0.5, 0.0, -0.2], [-0.2, -0.6, -0.1], [0.0, -0.5, 0.2], [-0.4, -0.1, 0.0], [-0.6, 0.0, 0.0], [-4.6, 0.5, 3.0], [0.9, -1.8, -2.6], [0.7, -0.9, 0.2], [0.3, 0.7, -0.1], [-0.7, 0.4, -0.1], [-0.3, 1.0, 0.6], [-0.3, -0.4, 0.5], [0.2, 0.2, 0.5], [-0.1, -0.2, 0.3], [0.2, 0.0, 0.0], [0.0, -0.1, -0.2], [-4.5, -1.1, -8.0], [0.1, 0.0, 0.1], [0.2, -0.3, 0.2], [-0.3, 1.1, -0.9], [-0.1, -0.2, 0.2], [-0.1, -0.4, 0.1], [-0.2, -0.2, 0.2], [0.4, -0.1, 0.2], [0.6, -0.6, 1.3], [-0.4, 0.1, -0.4], [-0.5, 0.0, 0.3], [0.0, -0.3, -0.7], [0.3, 0.6, -0.4], [1.8, 3.0, 0.4], [3.1, -0.1, -1.9], [0.4, 0.1, -0.3]]}

{"formula": "C3H12N2OS", "method": "ωB97M-V/def2-TZVPD", "e_above_lowest_kj_mol": 169.3, "fmax_ha_per_bohr": 0.0841, "homo_ev": -8.999, "e_tot_ha": -704.37374, "total_charge": 0, "symbols": ["N", "C", "C", "S", "C", "N", "H", "H", "H", "H", "H", "H", "H", "H", "H", "H", "H", "H", "O"], "coordinates": [[1.372, -1.275, 0.554], [-0.068, -0.750, 0.299], [-0.422, -1.513, -0.856], [-0.470, -3.179, -0.632], [-0.096, 0.689, -0.061], [-0.369, 1.671, 0.950], [1.209, -2.035, 1.297], [-1.691, -3.197, -0.225], [1.812, -0.506, 1.091], [-0.772, -0.947, 1.223], [-1.375, -1.155, -1.318], [0.318, -1.323, -1.646], [-0.828, 0.670, -0.875], [0.939, 0.946, -0.431], [0.508, 2.212, 1.190], [-0.592, 1.200, 1.752], [-0.314, 5.702, -0.152], [0.231, 6.774, 0.749], [0.571, 6.150, 0.080]], "atomic_forces_ev_per_a": [[-1.6, 0.3, 2.9], [1.5, -0.4, 3.6], [-1.8, 1.7, -3.6], [1.0, -3.5, -0.1], [1.7, 0.7, -1.3], [1.9, 2.3, -1.0], [0.7, 1.3, -1.5], [-1.5, -0.3, 0.6], [0.0, -0.7, -0.3], [1.1, 0.2, -1.6], [0.4, -0.3, 0.4], [0.0, 0.1, 0.2], [0.1, 1.1, -0.1], [-1.2, -0.4, -0.5], [-1.5, -0.8, -0.5], [-1.0, -1.2, 2.7], [2.2, 0.7, 0.2], [0.6, -0.2, -0.3], [-2.7, -0.6, 0.1]]}

{"formula": "C21H38Cl2FNbO8P", "method": "ωB97M-V/def2-TZVPD", "fmax_ha_per_bohr": 0.0452, "homo_ev": -4.182, "e_tot_ha": -2843.29794, "total_charge": -1, "symbols": ["C", "C", "Nb", "C", "C", "C", "C", "F", "C", "Cl", "C", "C", "Cl", "P", "O", "O", "H", "H", "H", "H", "H", "H", "H", "H", "H", "H", "H", "H", "H", "H", "O", "C", "O", "C", "C", "C", "H", "H", "H", "H", "H", "H", "H", "H", "O", "C", "O", "C", "C", "C", "H", "H", "H", "H", "H", "H", "H", "H", "O", "C", "O", "C", "C", "C", "H", "H", "H", "H", "H", "H", "H", "H"], "coordinates": [[1.070, -2.452, 1.717], [0.785, -1.477, 1.064], [0.200, 0.504, 0.198], [-0.111, 2.439, -0.838], [-0.236, 2.566, -2.159], [-1.097, 1.242, 1.918], [-2.339, 0.474, 2.303], [-2.027, -0.822, 2.727], [2.142, 1.367, 1.098], [1.962, 2.799, 2.099], [3.395, 0.944, 0.942], [4.665, 1.483, 1.503], [3.698, -0.450, -0.038], [-1.855, -0.662, -0.855], [-1.371, -1.341, -2.289], [-2.297, -1.955, 0.070], [1.384, -3.278, 2.304], [0.952, 0.044, -1.414], [-0.219, 3.321, -0.228], [-0.620, 3.483, -2.589], [0.024, 1.775, -2.841], [-1.448, 2.243, 1.667], [-0.493, 1.335, 2.817], [-3.062, 0.415, 1.495], [-2.840, 0.945, 3.152], [5.202, 0.670, 1.978], [5.289, 1.896, 0.720], [4.461, 2.230, 2.254], [-0.450, -1.602, -2.198], [-1.557, -2.274, 0.606], [-1.360, 5.352, -0.254], [-1.487, 5.803, 0.845], [-2.271, 5.137, 1.720], [-2.321, 5.446, 3.110], [-3.318, 6.546, 3.417], [-0.842, 7.107, 1.264], [-1.324, 5.677, 3.489], [-2.630, 4.517, 3.586], [-3.037, 7.487, 2.944], [-3.381, 6.710, 4.494], [-4.304, 6.269, 3.046], [-1.506, 7.925, 0.986], [0.088, 7.208, 0.714], [-0.618, 7.175, 2.326], [-5.605, -0.329, -4.386], [-5.493, -1.405, -3.873], [-6.633, -2.106, -3.628], [-6.612, -3.455, -3.170], [-6.479, -3.548, -1.663], [-4.172, -1.979, -3.427], [-5.834, -4.024, -3.680], [-7.568, -3.870, -3.489], [-5.534, -3.131, -1.316], [-6.533, -4.588, -1.339], [-7.283, -2.990, -1.183], [-3.948, -1.638, -2.417], [-3.391, -1.615, -4.085], [-4.136, -3.066, -3.441], [6.297, -3.578, 1.925], [6.317, -4.039, 0.823], [6.887, -5.263, 0.659], [6.803, -5.990, -0.563], [7.896, -5.604, -1.539], [5.812, -3.294, -0.390], [5.810, -5.891, -1.004], [6.916, -7.033, -0.271], [7.811, -4.561, -1.841], [7.843, -6.225, -2.434], [8.873, -5.737, -1.077], [6.613, -2.657, -0.764], [4.977, -2.661, -0.100], [5.471, -3.943, -1.194]], "atomic_forces_ev_per_a": [[0.2, -0.7, 0.4], [-0.1, 1.0, -0.9], [0.4, 1.8, 1.4], [1.2, -1.2, 0.1], [-0.2, 0.4, 0.2], [-1.2, -0.6, -0.8], [0.0, 0.4, 0.4], [0.0, -0.1, 0.0], [0.1, -1.2, -0.5], [-0.2, 0.3, 0.1], [0.0, 0.5, 0.3], [-0.1, -0.1, 0.2], [0.0, -0.3, -0.4], [0.4, -0.2, 0.2], [-0.1, -0.2, 0.0], [-0.1, -0.1, -0.1], [0.0, -0.1, 0.1], [-0.8, 0.0, -0.3], [-0.5, 0.3, 0.1], [0.0, 0.2, -0.2], [-0.1, -0.3, -0.1], [0.0, 0.3, -0.1], [0.6, -0.1, 0.0], [-0.1, -0.2, -0.2], [-0.1, 0.0, 0.2], [0.2, -0.2, 0.0], [0.2, 0.1, -0.2], [0.0, 0.3, 0.1], [0.2, 0.0, -0.1], [0.1, 0.0, 0.1], [-0.1, 0.2, -0.3], [0.0, 0.0, 0.2], [0.0, -0.1, 0.0], [0.0, 0.1, 0.2], [0.0, 0.0, -0.1], [0.2, -0.1, 0.1], [0.0, 0.0, 0.0], [0.0, 0.0, 0.0], [0.0, 0.0, 0.0], [0.0, 0.0, 0.0], [0.0, 0.0, 0.0], [0.0, 0.0, 0.0], [0.0, 0.0, -0.1], [-0.1, 0.0, 0.0], [0.0, 0.1, -0.1], [0.1, -0.1, 0.3], [-0.1, 0.0, -0.2], [0.0, -0.1, 0.2], [0.1, 0.1, 0.0], [-0.1, -0.2, -0.4], [0.0, 0.0, 0.0], [0.0, 0.0, 0.0], [0.0, 0.0, 0.0], [0.0, 0.0, 0.0], [0.0, 0.0, 0.0], [0.0, 0.1, 0.0], [0.0, 0.2, 0.1], [0.0, 0.0, 0.1], [0.0, 0.1, 0.2], [0.0, 0.1, -0.2], [0.0, -0.1, 0.1], [0.0, -0.1, -0.1], [0.0, 0.1, 0.0], [-0.3, -0.2, 0.0], [0.0, 0.0, 0.0], [0.0, 0.0, 0.0], [0.0, 0.0, 0.0], [0.0, 0.0, 0.0], [0.0, 0.0, 0.0], [0.0, 0.0, 0.0], [0.2, 0.0, 0.2], [0.1, 0.0, 0.0]]}

{"formula": "C8H15N3OS", "method": "ωB97M-V/def2-TZVPD", "e_above_lowest_kj_mol": 297.8, "fmax_ha_per_bohr": 0.0628, "homo_ev": -9.129, "e_tot_ha": -951.37976, "total_charge": 0, "symbols": ["C", "C", "C", "C", "C", "C", "C", "C", "N", "N", "N", "O", "S", "H", "H", "H", "H", "H", "H", "H", "H", "H", "H", "H", "H", "H", "H", "H"], "coordinates": [[-2.404, 0.775, -1.001], [-1.559, -0.592, 0.485], [-2.771, -0.069, 0.036], [-4.169, -0.331, 0.551], [1.205, -1.699, -0.763], [1.340, 1.916, 0.739], [0.793, -0.442, 0.005], [1.713, 0.824, -0.263], [-1.069, 0.702, -1.189], [4.027, -0.837, -0.762], [-0.576, -0.047, -0.240], [3.355, -0.201, 1.542], [3.396, 0.160, 0.111], [-3.099, 1.540, -1.312], [-1.146, -1.389, 1.223], [-4.429, 0.268, 1.401], [-4.844, -0.113, -0.250], [-4.401, -1.296, 0.915], [2.066, -2.120, -0.331], [1.487, -1.446, -1.831], [0.245, -2.242, -0.734], [1.435, 1.378, 1.652], [1.866, 2.841, 0.656], [0.263, 2.102, 0.625], [0.838, -0.666, 1.031], [1.746, 1.039, -1.344], [4.393, -1.818, -0.679], [4.222, 1.239, -0.098]], "atomic_forces_ev_per_a": [[1.0, -0.4, 1.0], [0.3, -1.9, 2.0], [0.0, -1.5, 1.6], [0.8, 0.8, -0.4], [-1.8, 1.5, -1.9], [-1.0, -1.1, -1.2], [1.5, 1.7, -2.3], [0.2, -1.6, -0.4], [0.1, 2.6, -1.4], [0.9, -1.5, -2.1], [-1.3, -1.1, 0.1], [-0.4, 1.1, -0.8], [1.3, -0.8, 2.8], [0.5, 0.0, -1.2], [-1.7, 1.6, -1.0], [0.0, 0.9, 0.4], [-0.6, 0.2, -0.4], [0.3, -1.4, -0.1], [0.5, -1.1, 0.7], [-0.6, -0.3, 1.1], [0.9, -0.8, -0.2], [0.4, 0.4, 1.3], [0.6, 0.4, 0.1], [0.3, 0.2, -0.2], [0.1, -0.1, 1.4], [-0.3, 0.2, 0.5], [-1.1, 1.9, 0.3], [-0.8, 0.2, 0.2]]}

{"formula": "C13H13NO", "method": "ωB97M-V/def2-TZVPD", "e_above_lowest_kj_mol": 536.0, "fmax_ha_per_bohr": 0.0862, "homo_ev": -8.008, "e_tot_ha": -633.00307, "total_charge": 0, "symbols": ["C", "C", "C", "C", "C", "C", "C", "C", "C", "C", "C", "C", "C", "N", "O", "H", "H", "H", "H", "H", "H", "H", "H", "H", "H", "H", "H", "H"], "coordinates": [[-3.771, -1.428, -0.351], [-3.564, -0.405, -1.273], [-2.969, -1.542, 0.773], [-2.464, 0.445, -1.064], [-1.798, -0.791, 0.846], [-1.566, 0.258, -0.010], [-0.014, 2.405, -0.052], [3.086, -1.088, -0.946], [1.251, 2.357, 0.731], [1.686, -0.387, 0.923], [0.862, 0.896, 1.097], [-0.394, 1.126, 0.179], [3.773, -1.786, -1.826], [2.767, -0.332, -0.057], [-0.450, 3.378, -0.941], [-4.637, -2.179, -0.359], [-4.185, -0.153, -2.048], [-3.035, -2.283, 1.547], [-2.091, 1.287, -1.657], [-1.194, -1.033, 1.733], [2.225, 2.334, 0.058], [1.383, 3.203, 1.346], [2.202, -0.788, 1.819], [1.011, -1.244, 0.649], [0.442, 0.959, 2.218], [0.050, 4.195, -0.695], [4.361, -2.506, -1.399], [4.101, -1.780, -2.836]], "atomic_forces_ev_per_a": [[-2.1, -1.4, 0.8], [2.3, 0.6, 2.0], [1.6, 0.1, -0.9], [0.8, 0.2, 0.2], [-0.5, -0.5, 1.8], [0.5, 0.0, -0.5], [-0.1, -0.9, -1.8], [0.7, 0.6, -0.9], [2.7, -0.7, -3.4], [-0.1, -1.4, -0.5], [-2.8, 0.5, 3.2], [0.7, 0.3, 0.7], [-0.7, 0.6, 0.2], [-0.2, 0.3, 0.2], [0.7, 0.2, 1.6], [1.1, 1.5, -0.6], [-1.6, 0.0, -1.8], [-0.7, -0.4, -0.1], [-1.1, -0.3, -0.6], [0.2, 0.5, -0.6], [-1.9, 0.1, 1.0], [0.2, 0.4, 1.8], [-0.4, 0.9, 0.0], [0.1, 0.9, 0.2], [1.1, -0.6, -2.1], [-0.7, -0.8, -0.5], [1.3, -1.9, 1.7], [-1.1, 0.9, -1.0]]}